23
Properties=species:S:1:pos:R:3 method="wB97M-V/def2-TZVPD" total_charge=+1 orbital_gap_ev=10.5188 smiles="C=C(OC)[C@@](C)([NH3+])CO" lumo_energy_ev=-2.94
C 0.289 1.931 -0.837
C 0.033 0.974 0.022
O -0.623 1.135 1.230
C -2.011 1.673 1.137
C 0.680 -0.535 -0.203
C 2.045 -0.651 -0.796
N 0.740 -0.938 1.278
C -0.319 -1.423 -0.919
O -1.527 -1.333 -0.263
H -0.108 2.958 -0.621
H 0.774 1.942 -1.797
H -2.033 2.602 0.653
H -2.376 1.841 2.129
H -2.596 0.920 0.543
H 2.700 0.219 -1.047
H 2.669 -1.297 -0.139
H 1.905 -1.351 -1.644
H 0.607 -1.955 1.534
H 0.014 -0.314 1.639
H 1.656 -0.742 1.549
H -0.400 -1.073 -2.013
H -0.036 -2.532 -0.717
H -2.084 -2.050 -0.716

61
Properties=species:S:1:pos:R:3 method="wB97M-V/def2-TZVPD" total_charge=+2 orbital_gap_ev="6.7369 / 7.2671" spin_multiplicity=2 lumo_energy_ev="-8.78 / -8.16"
Tc 0.495 -0.825 -0.071
C 2.257 -3.600 0.727
C 2.407 -2.376 -0.175
C 3.656 -2.445 -1.070
C 2.415 -1.075 0.581
H 2.157 -4.510 0.137
H 1.416 -3.530 1.409
H 3.163 -3.692 1.327
H 1.537 -2.363 -0.929
H 4.543 -2.449 -0.437
H 3.714 -1.596 -1.751
H 3.650 -3.361 -1.659
H 3.096 -0.358 0.133
H 2.557 -1.109 1.659
C -3.324 1.685 -2.832
N -2.150 0.963 -2.321
C -0.894 1.276 -2.999
C -2.128 0.333 -1.142
O -1.012 0.403 -0.458
N -3.172 -0.341 -0.674
C -3.270 -0.773 0.717
C -4.267 -0.808 -1.532
H -3.053 2.735 -2.939
H -4.151 1.619 -2.136
H -3.627 1.297 -3.803
H -1.123 1.479 -4.043
H -0.215 0.425 -2.964
H -0.406 2.152 -2.570
H -2.445 -0.378 1.294
H -3.267 -1.862 0.764
H -4.206 -0.410 1.139
H -3.946 -0.844 -2.569
H -5.153 -0.181 -1.435
H -4.526 -1.816 -1.212
C -0.466 3.550 -0.006
C 1.004 3.161 0.107
As 1.298 1.467 1.023
C 0.388 1.671 2.738
C -1.039 1.155 2.821
C 3.123 1.686 1.685
C 4.162 2.031 0.622
H -0.558 4.503 -0.526
H -0.926 3.671 0.974
H -1.042 2.810 -0.560
H 1.556 3.877 0.719
H 1.495 3.121 -0.866
H 0.445 2.738 2.964
H 1.020 1.154 3.462
H -1.699 1.633 2.097
H -1.445 1.336 3.816
H -1.064 0.076 2.652
H 3.399 0.799 2.252
H 3.033 2.499 2.408
H 4.293 1.245 -0.124
H 5.133 2.191 1.088
H 3.906 2.947 0.090
N -0.468 -2.408 0.246
C -1.040 -3.459 0.422
N -1.687 -4.447 0.631
C -1.734 -5.762 0.574
N -1.819 -6.909 0.529

53
Properties=species:S:1:pos:R:3 method="wB97M-V/def2-TZVPD" orbital_gap_ev="8.3436 / 8.6724" spin_multiplicity=4 lumo_energy_ev="0.12 / 0.12"
Co 0.099 -0.093 -0.062
C -0.608 -0.278 4.276
C 0.689 -0.235 4.769
C 1.747 -0.200 3.883
C 1.497 -0.162 2.507
N 0.230 -0.144 2.057
C -0.783 -0.238 2.904
C 2.540 -0.153 1.480
C 3.903 -0.148 1.786
C 4.850 -0.161 0.780
C 4.450 -0.221 -0.544
C 3.097 -0.238 -0.857
C 2.123 -0.179 0.132
H -1.462 -0.344 4.930
H 0.872 -0.244 5.834
H 2.759 -0.220 4.253
H -1.774 -0.289 2.470
H 4.242 -0.136 2.811
H 5.902 -0.127 1.024
H 5.190 -0.263 -1.333
H 2.811 -0.298 -1.901
Cl -0.366 -0.390 -2.539
C -2.069 -0.698 -2.195
Cl -2.456 0.129 -0.691
H -2.199 -1.770 -2.044
H -2.688 -0.289 -2.990
C 1.225 2.800 0.429
N 1.236 4.247 0.444
C 0.969 4.732 -0.905
N -0.321 4.256 -1.391
C -0.310 2.808 -1.394
N -0.066 2.248 -0.044
C -1.110 2.780 0.859
N -1.133 4.229 0.878
C 0.169 4.712 1.319
C -1.366 4.706 -0.480
H 1.409 2.436 1.442
H 2.023 2.444 -0.224
H 1.755 4.372 -1.575
H 0.970 5.824 -0.899
H 0.481 2.462 -2.064
H -1.279 2.461 -1.760
H -0.919 2.413 1.871
H -2.089 2.426 0.532
H 0.359 4.354 2.334
H 0.158 5.804 1.321
H -1.388 5.798 -0.474
H -2.330 4.326 -0.829
F 0.763 -3.720 0.694
B -0.348 -3.551 -0.066
F -0.605 -2.071 -0.064
F -1.459 -4.131 0.460
F -0.173 -3.881 -1.379

127
Properties=species:S:1:pos:R:3 method="wB97M-V/def2-TZVPD" total_charge=-1 orbital_gap_ev=5.5020 lumo_energy_ev=-0.36
C -2.359 -5.084 2.948
B -1.664 -4.268 1.735
N -2.724 -4.394 0.474
C -2.370 -4.860 -0.540
S -1.981 -5.491 -1.951
O -0.360 -4.754 1.240
C 0.554 -3.775 1.594
I 2.321 -3.885 0.352
C -0.242 -2.431 1.588
C -0.408 -1.927 0.156
C -1.829 -1.486 -0.170
C -2.422 -0.473 0.740
O -1.874 0.025 1.686
N -3.771 -0.111 0.424
C -4.652 -1.228 0.779
C -5.167 -2.017 -0.236
C -5.965 -3.109 0.120
C -6.217 -3.379 1.453
C -5.698 -2.573 2.458
C -4.895 -1.481 2.118
C 0.510 -1.506 2.558
O 1.659 -0.872 1.952
C 1.665 0.454 1.895
F 2.906 0.823 1.492
F 0.802 0.979 1.029
F 1.449 1.047 3.076
O -1.416 -2.884 2.176
H -3.368 -4.735 3.150
H -1.767 -5.002 3.861
H -2.441 -6.149 2.716
H 0.928 -4.056 2.571
H -0.183 -2.752 -0.516
H 0.297 -1.145 -0.094
H -2.481 -2.352 -0.200
H -1.847 -1.084 -1.181
H -3.970 0.676 1.030
H -4.941 -1.804 -1.265
H -6.359 -3.733 -0.666
H -6.813 -4.244 1.700
H -5.890 -2.803 3.493
H -4.438 -0.844 2.856
H -0.175 -0.797 3.005
H 0.903 -2.115 3.361
C 7.369 -2.273 0.843
C 6.163 -2.203 1.434
C 5.972 -2.555 2.889
O 4.860 -2.447 3.362
C 7.132 -3.002 3.647
C 8.327 -3.071 3.049
C 8.521 -2.697 1.606
O 9.653 -2.776 1.156
O 9.433 -3.470 3.671
O 5.073 -1.830 0.796
H 7.518 -2.022 -0.197
H 6.985 -3.266 4.685
H 10.143 -3.418 3.002
H 4.333 -1.876 1.439
C 2.352 -7.153 5.165
C 2.708 -8.290 5.774
C 2.261 -9.638 5.277
O 2.652 -10.618 5.890
C 1.400 -9.697 4.116
C 1.035 -8.559 3.500
C 1.503 -7.214 3.984
O 1.130 -6.257 3.345
O 0.253 -8.522 2.439
O 3.480 -8.329 6.858
H 2.669 -6.180 5.512
H 1.073 -10.670 3.778
H 0.146 -7.576 2.192
H 3.576 -9.275 7.078
C -8.939 1.357 -1.854
C -8.921 2.696 -1.898
C -8.391 3.517 -0.756
O -8.421 4.731 -0.898
C -7.897 2.848 0.420
C -7.911 1.503 0.469
C -8.432 0.672 -0.677
O -8.403 -0.536 -0.553
O -7.476 0.818 1.507
O -9.353 3.396 -2.939
H -9.316 0.755 -2.668
H -7.530 3.456 1.234
H -7.578 -0.131 1.280
H -9.196 4.340 -2.734
C 4.374 4.943 -1.750
C 5.625 5.114 -2.193
C 6.788 4.368 -1.599
O 7.888 4.580 -2.081
C 6.540 3.455 -0.506
C 5.286 3.279 -0.055
C 4.116 4.012 -0.662
O 3.012 3.792 -0.208
O 4.988 2.463 0.936
O 5.940 5.943 -3.184
H 3.531 5.473 -2.170
H 7.386 2.934 -0.082
H 4.018 2.504 1.060
H 6.906 5.870 -3.309
C -7.710 9.479 -1.268
C -7.811 8.168 -1.561
C -8.162 7.708 -2.963
O -8.226 6.517 -3.195
C -8.411 8.721 -3.978
C -8.310 10.018 -3.667
C -7.939 10.478 -2.286
O -7.856 11.681 -2.102
O -8.523 10.996 -4.540
O -7.612 7.240 -0.648
H -7.460 9.826 -0.276
H -8.675 8.382 -4.970
H -8.377 11.827 -4.046
H -7.729 6.331 -1.028
C 8.457 3.338 -5.006
C 8.348 2.030 -5.280
C 7.978 1.534 -6.653
O 7.921 0.332 -6.825
C 7.709 2.514 -7.692
C 7.812 3.820 -7.413
C 8.206 4.312 -6.048
O 8.287 5.518 -5.887
O 7.578 4.776 -8.305
O 8.555 1.081 -4.380
H 8.723 3.707 -4.025
H 7.428 2.149 -8.670
H 7.727 5.620 -7.837
H 8.410 0.231 -4.839

43
Properties=species:S:1:pos:R:3 method="wB97M-V/def2-TZVPD" total_charge=+3 orbital_gap_ev="5.2449 / 5.2396" lumo_energy_ev="-12.42 / -12.43"
Mo -1.058 -0.105 1.425
S -2.430 1.052 0.116
C -1.608 1.777 -1.281
C -2.317 2.727 -2.004
C -1.715 3.331 -3.106
C -0.422 2.994 -3.479
C 0.297 2.044 -2.753
C -0.301 1.449 -1.655
As 0.551 0.109 -0.619
C 0.954 0.836 1.107
C 0.191 1.961 1.481
C -0.343 2.034 2.764
C -0.070 1.020 3.703
C 0.755 -0.052 3.378
C 1.245 -0.166 2.069
C 2.120 -0.647 -1.375
C 3.361 -0.277 -0.848
C 4.504 -0.785 -1.444
C 4.402 -1.642 -2.534
C 3.160 -2.002 -3.044
C 2.003 -1.512 -2.463
H -3.329 2.988 -1.719
H -2.271 4.061 -3.679
H 0.030 3.459 -4.345
H 1.302 1.773 -3.053
H -0.102 2.687 0.732
H -0.985 2.862 3.042
H -0.510 1.081 4.691
H 0.945 -0.833 4.103
H 1.761 -1.072 1.769
H 3.439 0.411 -0.017
H 5.475 -0.501 -1.059
H 5.302 -2.028 -2.994
H 3.094 -2.667 -3.894
H 1.034 -1.794 -2.857
O -5.279 -5.234 3.272
C -4.590 -4.348 2.963
S -3.205 -4.542 1.753
C -2.703 -2.953 1.824
C -3.461 -2.013 2.721
S -3.064 -0.425 2.780
S -4.742 -2.658 3.620
S -1.418 -2.402 0.910

75
Properties=species:S:1:pos:R:3 method="wB97M-V/def2-TZVPD" orbital_gap_ev=8.3923 lumo_energy_ev=0.54
C -1.655 -2.198 -3.218
C -1.120 -2.884 -2.016
H -1.641 -2.821 -4.116
H -1.056 -1.307 -3.440
H -2.689 -1.868 -3.060
C -0.635 -4.149 -2.032
C -0.529 -4.996 -3.260
H -0.425 -4.681 -1.102
H -0.274 -4.389 -4.145
H -1.448 -5.581 -3.476
H 0.287 -5.724 -3.132
Bi 0.380 0.872 0.368
Cl -2.325 1.366 0.648
Cl 2.179 2.555 -0.538
H 0.662 5.593 4.397
H -1.571 6.351 3.479
C 0.956 5.283 3.387
C -1.211 6.047 2.486
N -0.234 4.972 2.609
H 1.622 4.422 3.427
C -0.433 3.774 2.047
O 0.397 2.830 2.096
H -2.051 5.699 1.880
H -1.405 3.666 1.541
H 1.475 6.140 2.942
H -0.755 6.925 2.007
H 1.671 -1.336 -2.411
H 2.080 -3.976 -1.140
C 2.713 -1.249 -2.072
C 3.054 -3.473 -1.016
N 2.887 -2.035 -0.863
H 2.952 -0.196 -1.878
C 2.926 -1.474 0.359
O 2.675 -0.276 0.592
H 3.558 -3.871 -0.123
H 3.162 -2.221 1.151
H 3.380 -1.688 -2.823
H 3.674 -3.655 -1.901
O -0.061 -1.174 -0.790
C -1.104 -2.044 -0.726
C 0.311 -3.299 0.970
C -0.956 -2.937 0.514
H 1.151 -2.809 0.482
C 0.462 -4.234 1.994
H -2.079 -1.519 -0.681
C -2.100 -3.425 1.138
H 1.469 -4.494 2.330
C -0.692 -4.793 2.548
C -1.967 -4.401 2.118
H -3.078 -3.056 0.813
H -0.592 -5.550 3.319
H -2.862 -4.831 2.580
Si -0.302 3.359 -2.762
Cl -0.233 1.214 -2.293
C 1.343 4.067 -3.207
C -1.477 4.056 -1.512
C -1.014 3.860 -4.454
H 2.210 3.681 -2.679
H 1.289 5.157 -3.023
H 1.537 3.991 -4.292
H -0.337 3.631 -5.286
H -1.071 4.960 -4.410
H -2.013 3.450 -4.634
H -1.576 3.481 -0.591
H -2.469 4.044 -1.996
H -1.288 5.106 -1.236
C -0.934 0.308 4.324
C -0.133 -0.816 3.729
N 0.103 -1.881 4.529
O 0.323 -0.817 2.564
H -1.071 0.255 5.410
H -1.918 0.318 3.845
H -0.466 1.262 4.063
H 0.596 -2.689 4.178
H -0.235 -1.875 5.472

34
Properties=species:S:1:pos:R:3 method="wB97M-V/def2-TZVPD" orbital_gap_ev=9.1503 lumo_energy_ev=-0.95
N 4.156 0.029 -0.217
P 3.349 0.972 -1.123
N 1.833 0.203 -1.565
C 1.198 -0.626 -0.770
N 1.671 -0.847 0.474
N 0.051 -1.219 -1.221
C -1.125 -0.309 -0.881
C -2.399 -1.107 -0.679
C -3.420 -0.361 0.198
C -4.431 0.447 -0.621
S -3.959 2.154 -0.821
O -2.625 2.237 -1.306
O -4.939 2.776 -1.626
Cl -3.994 2.946 1.061
H 4.304 0.528 0.667
H 3.984 1.220 -2.354
H 3.025 2.246 -0.616
H 1.418 0.390 -2.470
H 1.053 -1.482 0.972
H 2.598 -1.297 0.485
H -0.047 -2.091 -0.713
H -0.864 0.234 0.023
H -1.212 0.401 -1.690
H -2.862 -1.270 -1.645
H -2.146 -2.043 -0.190
H -4.008 -1.114 0.707
H -2.935 0.261 0.940
H -4.578 0.046 -1.614
H -5.397 0.434 -0.134
B 4.468 -0.751 3.359
F 4.129 0.564 2.927
F 4.075 -1.669 2.346
F 5.844 -0.838 3.558
F 3.785 -1.061 4.538

10
Properties=species:S:1:pos:R:3 method="wB97M-V/def2-TZVPD" orbital_gap_ev=9.7565 smiles=Nc1nnnn1O lumo_energy_ev=0.07
N 1.464 -0.806 -0.012
C 0.092 -0.469 0.159
N -0.790 -1.439 0.085
N -1.993 -0.863 -0.092
N -1.894 0.340 -0.129
N -0.609 0.628 0.323
O 0.009 1.765 -0.177
H 2.013 -0.081 -0.388
H 1.732 -1.722 -0.319
H -0.024 2.648 0.550

9
Properties=species:S:1:pos:R:3 method="wB97M-V/def2-TZVPD" orbital_gap_ev=9.0885 lumo_energy_ev=-0.24
C -0.454 0.090 1.068
C -0.270 0.030 -0.416
O 1.519 0.625 -2.427
P 1.643 0.363 -1.004
Cl 0.167 -1.682 -0.635
H 0.433 0.146 1.565
H -1.004 0.962 1.558
H -1.074 -0.762 1.416
H -0.959 0.229 -1.126

| no. | total energy (a.u.) | largest force on an atom (eV/Å) |
| --- | --- | --- |
| 1 | -441.92568 | 3.05 |
| 2 | -3334.25269 | 0.96 |
| 3 | -3700.57502 | 1.03 |
| 4 | -5204.23623 | 1.99 |
| 5 | -5177.73829 | 1.29 |
| 6 | -3212.92559 | 2.53 |
| 7 | -2193.21676 | 2.23 |
| 8 | -388.77798 | 5.35 |
| 9 | -955.35284 | 4.92 |